[1]
{"formula": "C6H21NO4", "method": "ωB97M-V/def2-TZVPD", "homo_ha": -0.3646, "lumo_energy_ha": 0.0095, "relative_energy_ev": 2.765, "multiplicity": 1, "e_tot_ev": -16240.4824, "smiles": "CC(C)CNCCO.O.O.O", "species": ["C", "C", "C", "C", "N", "C", "C", "O", "H", "H", "H", "H", "H", "H", "H", "H", "H", "H", "H", "H", "H", "H", "H", "O", "H", "H", "O", "H", "H", "O", "H", "H"], "coordinates": [[-1.1594, -2.2885, 0.8979], [-0.9250, -0.9780, 0.1332], [-2.1684, -0.1853, 0.6343], [0.2816, -0.3896, 0.8324], [0.4383, 1.0597, 0.3874], [0.4293, 1.2827, -1.1520], [0.4268, 2.7748, -1.4130], [1.3043, 3.4806, -0.5027], [-1.6351, -2.1200, 1.8935], [-0.4039, -2.8656, 1.1588], [-1.9598, -2.8388, 0.4179], [-0.8729, -1.1116, -0.9781], [-3.0950, -0.4250, 0.0814], [-2.1283, 0.8800, 0.7384], [-2.4157, -0.4905, 1.6201], [0.0639, -0.4984, 1.9350], [1.1035, -1.0569, 0.6598], [1.3819, 1.3410, 0.5882], [1.3517, 0.9061, -1.6391], [-0.5684, 0.9718, -1.5834], [-0.5208, 3.2098, -1.1174], [0.6913, 3.0155, -2.4418], [1.0267, 3.3726, 0.3954], [1.5646, -4.1046, 0.2703], [1.8689, -3.4123, 0.8024], [1.1700, -3.8612, -0.6293], [1.1730, -2.9111, -2.2543], [0.4843, -3.1580, -2.8497], [0.8305, -2.0110, -2.0169], [-1.3714, 3.0535, 2.1082], [-0.6512, 3.1958, 1.5085], [-1.4638, 2.0956, 2.1758]]}

[2]
{"formula": "C10H16", "method": "ωB97M-V/def2-TZVPD", "homo_ha": -0.3302, "lumo_energy_ha": 0.0334, "relative_energy_ev": 2.038, "multiplicity": 1, "e_tot_ev": -10627.7061, "smiles": "Cc1ccccc1.CCC", "species": ["C", "C", "C", "C", "C", "C", "C", "H", "H", "H", "H", "H", "H", "H", "H", "C", "C", "C", "H", "H", "H", "H", "H", "H", "H", "H"], "coordinates": [[-0.6256, -3.3653, -1.7512], [-0.8008, -1.9140, -2.0508], [-1.9082, -1.4461, -2.7375], [-1.9768, -0.0696, -3.1090], [-0.9519, 0.7746, -2.6901], [0.0401, 0.3705, -1.7488], [0.1314, -1.0048, -1.6144], [0.1190, -3.5457, -0.9126], [-0.3174, -3.9483, -2.5812], [-1.6030, -3.8612, -1.5776], [-2.6476, -2.2503, -2.9528], [-2.9034, 0.2838, -3.4899], [-1.0005, 1.8514, -2.9032], [0.7338, 1.1050, -1.6146], [1.0434, -1.5377, -1.3132], [-0.1380, 1.6124, 2.7643], [1.1854, 1.3872, 3.4855], [2.3636, 2.1453, 2.8538], [-0.8599, 2.3909, 3.3249], [-0.5625, 0.6075, 2.7757], [-0.0622, 1.7893, 1.6248], [1.0351, 1.5501, 4.6004], [1.6201, 0.3494, 3.4964], [2.4180, 1.9863, 1.8210], [2.4388, 3.2150, 3.0601], [3.2291, 1.5243, 3.2398]]}

[3]
{"formula": "C4H2ClO2", "method": "ωB97M-V/def2-TZVPD", "homo_ha": -0.1179, "lumo_energy_ha": 0.1362, "relative_energy_ev": 3.044, "multiplicity": 1, "charge": -1, "e_tot_ev": -20795.5303, "species": ["C", "C", "C", "C", "O", "O", "Cl", "H", "H"], "coordinates": [[2.1750, 0.4855, -0.1012], [-1.1131, 1.4693, -0.0228], [2.6145, -0.6838, 0.0544], [-0.7252, 0.3318, -0.4537], [-1.4664, 2.5601, 0.3106], [2.6597, -1.8985, 0.1096], [2.9874, 1.9739, -0.1324], [-1.0932, -0.6341, -0.9581], [0.3896, 0.1595, -0.4497]]}

[4]
{"formula": "C39H30N2O4P2Pd", "method": "ωB97M-V/def2-TZVPD", "homo_ha": -0.2777, "lumo_energy_ha": -0.0278, "relative_energy_ev": 1.428, "multiplicity": 1, "e_tot_ev": -74153.9694, "species": ["Pd", "N", "P", "C", "C", "C", "C", "C", "C", "C", "C", "C", "C", "C", "C", "P", "C", "C", "C", "C", "C", "C", "C", "C", "C", "C", "C", "C", "H", "H", "H", "H", "H", "H", "H", "H", "H", "H", "H", "H", "H", "H", "H", "H", "H", "H", "H", "H", "H", "O", "C", "O", "C", "C", "C", "C", "C", "C", "N", "O", "O", "H", "H", "H", "H", "C", "C", "C", "C", "C", "C", "C", "C", "H", "H", "H", "H", "H"], "coordinates": [[1.2303, 0.8162, -0.2780], [-1.1662, -1.0845, -0.9113], [-1.3698, 0.4778, -0.1968], [-1.9057, 0.1484, 1.5013], [-1.2857, 0.8959, 2.4952], [-1.5884, 0.6803, 3.8357], [-2.5130, -0.2914, 4.1775], [-3.1416, -1.0442, 3.1860], [-2.8403, -0.8253, 1.8541], [-2.8729, 1.1271, -0.9937], [-3.1747, 0.8235, -2.3215], [-4.2593, 1.4133, -2.9571], [-5.0492, 2.3256, -2.2750], [-4.7469, 2.6463, -0.9577], [-3.6698, 2.0525, -0.3203], [0.5167, -1.3505, -0.9661], [0.7094, -2.4549, -2.3727], [-0.2286, -3.4579, -2.6263], [-0.0552, -4.2953, -3.7143], [1.0483, -4.1441, -4.5461], [1.9853, -3.1564, -4.2929], [1.8157, -2.3115, -3.2039], [0.9532, -2.1901, 0.5654], [2.2476, -1.6273, 1.0568], [2.4475, -1.6221, 2.5931], [1.4736, -2.4867, 3.3440], [0.4056, -3.0488, 2.7749], [0.0856, -2.8131, 1.3624], [-1.7483, -1.3710, -1.6858], [-0.5416, 1.6390, 2.2271], [-1.0789, 1.2587, 4.5965], [-2.7452, -0.4727, 5.2193], [-3.8645, -1.8019, 3.4607], [-3.3227, -1.4179, 1.0844], [-2.5521, 0.1373, -2.8860], [-4.4805, 1.1602, -3.9860], [-5.8953, 2.7868, -2.7670], [-5.3569, 3.3608, -0.4205], [-3.4525, 2.3071, 0.7105], [-1.0815, -3.5903, -1.9719], [-0.7823, -5.0711, -3.9157], [1.1715, -4.7997, -5.3981], [2.8359, -3.0246, -4.9470], [2.5353, -1.5253, -3.0123], [3.1116, -1.9247, 0.4541], [3.4733, -1.8412, 2.8993], [1.6562, -2.6531, 4.3996], [-0.2768, -3.6459, 3.3661], [-0.9085, -3.0582, 1.0057], [2.2037, 4.5271, -0.9670], [1.8827, 3.3659, -0.8344], [1.7141, 2.7310, 0.2821], [1.6374, 2.5138, -2.0789], [0.3716, 2.3895, -2.6509], [0.1835, 1.5866, -3.7712], [1.2821, 0.9440, -4.3053], [2.5607, 1.0665, -3.7852], [2.7243, 1.8439, -2.6528], [1.0801, 0.0674, -5.4814], [-0.0595, -0.1273, -5.8500], [2.0554, -0.5068, -5.9230], [-0.4663, 2.9272, -2.2245], [-0.7875, 1.4726, -4.2290], [3.3902, 0.5539, -4.2481], [3.7047, 1.9572, -2.2083], [2.0208, -0.1397, 1.1705], [2.1511, -0.1051, 2.5139], [2.0364, 0.8712, 3.5940], [1.9221, 2.2386, 3.3336], [1.7693, 3.1358, 4.3800], [1.7399, 2.6933, 5.6968], [1.8754, 1.3389, 5.9640], [2.0236, 0.4371, 4.9202], [1.9508, 2.6090, 2.3178], [1.6786, 4.1915, 4.1570], [1.6223, 3.4007, 6.5077], [1.8652, 0.9782, 6.9848], [2.1198, -0.6174, 5.1422]]}

[5]
{"formula": "C26H40BiN5O3Si", "method": "ωB97M-V/def2-TZVPD", "homo_ha": -0.0340, "lumo_energy_ha": 0.1605, "relative_energy_ev": 1.363, "multiplicity": 1, "charge": -2, "e_tot_ev": -54921.1381, "species": ["Bi", "C", "C", "C", "C", "C", "C", "C", "C", "N", "H", "H", "H", "H", "H", "H", "H", "H", "H", "C", "Si", "C", "C", "N", "C", "C", "C", "C", "C", "C", "H", "H", "H", "H", "H", "H", "H", "H", "H", "H", "H", "H", "H", "H", "C", "N", "C", "C", "C", "O", "H", "H", "H", "H", "H", "H", "H", "H", "H", "O", "N", "C", "N", "C", "C", "O", "C", "C", "H", "H", "H", "H", "H", "H", "H", "H"], "coordinates": [[0.1328, 0.2593, -0.1587], [-0.4818, 0.1615, -3.5724], [-1.9377, -0.0943, -3.3222], [-2.8347, -0.1105, -4.3825], [-4.1969, -0.3292, -4.2093], [-4.6626, -0.5393, -2.9113], [-3.8066, -0.5446, -1.8265], [-4.3136, -0.7804, -0.4330], [-2.3967, -0.3280, -1.9882], [-1.6210, -0.4406, -0.9005], [-0.2913, 0.2756, -4.6431], [0.1423, -0.6649, -3.2085], [-0.1294, 1.0536, -3.0442], [-2.4452, 0.0650, -5.3830], [-4.8750, -0.3296, -5.0552], [-5.7235, -0.7072, -2.7379], [-5.3928, -0.9592, -0.4337], [-4.0924, 0.0684, 0.2203], [-3.8053, -1.6340, 0.0239], [0.9995, 3.0491, 4.7710], [0.8301, 2.2456, 3.0451], [0.9054, 3.6844, 1.8308], [2.4459, 1.2758, 2.8485], [-0.4711, 1.2339, 2.7480], [-1.5576, 0.8026, 3.4027], [-2.4829, -0.0738, 2.7590], [-3.6156, -0.5434, 3.3902], [-3.9247, -0.1897, 4.7055], [-3.0461, 0.6681, 5.3601], [-1.9070, 1.1540, 4.7408], [1.9229, 3.6369, 4.8168], [1.0356, 2.2999, 5.5672], [0.1614, 3.7199, 4.9782], [1.8317, 4.2622, 1.9380], [0.0619, 4.3551, 2.0275], [0.8234, 3.3321, 0.7960], [3.3316, 1.9142, 2.9262], [2.4741, 0.7573, 1.8848], [2.5020, 0.5074, 3.6259], [-2.2868, -0.3479, 1.7273], [-4.2838, -1.1978, 2.8370], [-4.8179, -0.5613, 5.1939], [-3.2540, 0.9722, 6.3832], [-1.2522, 1.8212, 5.2887], [-0.5168, -3.2888, -1.5135], [-0.4467, -4.7166, -1.8494], [-1.2587, -5.2357, -2.9318], [0.3846, -5.4752, -1.0956], [0.4606, -6.9672, -1.3674], [1.0610, -4.9827, -0.2031], [-1.2686, -2.8013, -2.1281], [0.4486, -2.8101, -1.6738], [-0.7902, -3.1464, -0.4716], [-1.8417, -4.4145, -3.3406], [-1.9606, -6.0033, -2.5939], [-0.6538, -5.6517, -3.7430], [-0.1501, -7.3191, -2.1947], [0.1613, -7.4848, -0.4561], [1.5038, -7.2167, -1.5594], [0.4771, 1.9514, -1.0834], [3.2833, -0.3848, -2.1354], [3.6083, 0.6299, -1.6847], [4.0600, 1.8191, -1.2649], [5.3349, 1.8175, -0.5471], [5.9343, 3.2085, -0.6660], [5.0731, 4.2107, -0.1711], [3.8076, 4.1741, -0.8367], [3.1369, 2.8281, -0.7087], [6.0067, 1.0880, -1.0014], [5.1833, 1.5586, 0.5064], [6.1658, 3.4022, -1.7242], [6.8575, 3.2698, -0.0874], [3.9516, 4.4304, -1.8953], [3.1916, 4.9365, -0.3604], [2.1592, 2.7620, -1.1914], [2.9419, 2.6125, 0.3473]]}

[6]
{"formula": "C33H47N5O8PPdS2SiTe", "method": "ωB97M-V/def2-TZVPD", "homo_ha": [-0.1772, -0.3007], "lumo_energy_ha": [-0.0320, -0.1273], "multiplicity": 6, "e_tot_ev": -108424.2119, "species": ["Pd", "S", "N", "C", "C", "C", "C", "C", "N", "C", "C", "N", "C", "C", "C", "C", "C", "N", "H", "H", "H", "H", "H", "H", "O", "N", "C", "C", "C", "C", "C", "S", "H", "H", "H", "H", "C", "C", "C", "C", "O", "Si", "O", "O", "C", "C", "C", "C", "O", "C", "C", "C", "C", "H", "H", "H", "H", "H", "H", "H", "H", "H", "H", "H", "H", "H", "H", "H", "H", "H", "H", "H", "H", "H", "H", "H", "H", "H", "H", "H", "C", "C", "O", "P", "O", "Te", "O", "C", "C", "H", "H", "H", "H", "H", "H", "H", "H", "H", "H"], "coordinates": [[-1.0922, -0.9041, 0.6565], [0.0139, 3.4995, 6.5432], [0.9753, 2.9287, 5.4035], [0.3601, 2.0074, 4.7189], [0.9984, 1.3058, 3.5760], [2.3659, 1.1411, 3.2607], [2.7200, 0.4263, 2.0991], [1.7097, -0.0677, 1.2607], [0.3910, 0.0241, 1.6166], [0.0231, 0.6741, 2.7418], [-1.3896, 0.5856, 3.0937], [-2.1627, -0.1096, 2.2377], [-3.4614, -0.3434, 2.5390], [-4.0944, 0.2896, 3.6127], [-3.3782, 1.1157, 4.5256], [-1.9712, 1.2337, 4.2702], [-1.0576, 1.8835, 5.1123], [-1.3260, 2.7685, 6.1348], [3.2113, 1.5103, 3.8420], [3.7006, 0.3802, 1.7767], [1.9399, -0.4451, 0.2596], [-4.0344, -1.0372, 1.8645], [-5.1435, 0.1374, 3.7784], [-3.8274, 1.7472, 5.2918], [-0.9216, -2.3970, 2.4118], [-1.5674, -3.5187, 2.1167], [-1.4306, -4.6145, 2.9856], [-2.0937, -5.8048, 2.7190], [-2.9417, -5.9666, 1.5821], [-3.0232, -4.9245, 0.6771], [-2.3774, -3.6843, 1.0032], [-2.9215, -2.2942, 0.0672], [-0.7593, -4.3604, 3.8312], [-1.9944, -6.5452, 3.4850], [-3.3844, -6.9445, 1.3315], [-3.4821, -5.0027, -0.3442], [3.0836, -4.6025, -2.5914], [2.1375, -3.8221, -1.6838], [2.8549, -3.1847, -0.4740], [0.9569, -4.6745, -1.2631], [1.5298, -2.8338, -2.5689], [0.8357, -1.3909, -2.1546], [0.0776, -1.5881, -0.8022], [2.0501, -0.2823, -1.8176], [2.8556, 0.7885, -2.3860], [3.0435, 1.8432, -1.2702], [4.2292, 0.2309, -2.6304], [2.1118, 1.3289, -3.5841], [0.0886, -0.9313, -3.5079], [-1.2525, -1.0728, -4.1127], [-1.0503, -0.5192, -5.5401], [-2.1753, -0.0978, -3.2827], [-1.6268, -2.5627, -4.1472], [3.3150, -5.4950, -2.0226], [3.9352, -4.0008, -2.9121], [2.5883, -4.9154, -3.5268], [3.2309, -3.9646, 0.1344], [2.0685, -2.7259, 0.1465], [3.6060, -2.4114, -0.6845], [1.2038, -5.3802, -0.4704], [0.6593, -5.3053, -2.1204], [0.1322, -4.0392, -0.8429], [3.3132, 1.4517, -0.3038], [2.1920, 2.4715, -1.0308], [3.8054, 2.5199, -1.5285], [4.5676, -0.1164, -1.6198], [4.9345, 1.0027, -2.9076], [4.2402, -0.5442, -3.3971], [1.2241, 1.9177, -3.1802], [1.7441, 0.5254, -4.2016], [2.6880, 2.0457, -4.2132], [-0.4974, 0.4402, -5.4517], [-2.0223, -0.3338, -6.0114], [-0.5178, -1.1987, -6.2147], [-1.6825, 0.8829, -3.3154], [-2.2758, -0.4848, -2.2422], [-3.1883, -0.1278, -3.6893], [-0.8930, -3.0190, -4.8126], [-2.6402, -2.6554, -4.6213], [-1.5923, -3.0941, -3.2036], [-2.3457, 4.3362, -1.9398], [-1.3978, 3.6507, -0.9182], [-1.1507, 4.5399, 0.2058], [0.3998, 5.0801, 0.3072], [1.3496, 3.9674, 0.0980], [0.2258, 7.0302, -1.1414], [0.4816, 5.6768, 1.7650], [-0.2855, 5.4393, 2.9331], [0.3445, 6.2980, 4.0715], [-2.6018, 3.6492, -2.7628], [-1.8443, 5.2293, -2.3036], [-3.2858, 4.6249, -1.4079], [-0.4050, 3.3884, -1.3796], [-1.6746, 2.6583, -0.5362], [-0.3393, 4.3809, 3.0911], [-1.2799, 5.8351, 2.7806], [1.3508, 6.0477, 4.2627], [-0.1659, 6.0329, 5.0685], [0.1623, 7.3660, 3.7844]]}